Molecular formula: C6H6
Method: DFT, wB97M-V/def2-TZVPD

```
12
Properties=species:S:1:pos:R:3:forces:R:3
C 0.8327 -1.6529 -0.5312 0.00 -0.12 -0.06
C 1.0370 -0.1910 -0.8382 -0.06 0.12 -0.25
C 0.0548 0.6058 -1.1990 0.04 -0.07 0.11
C -0.9771 1.3578 -1.0033 0.21 -0.19 0.45
C -1.4442 1.6217 0.1716 0.25 -0.18 0.04
C -1.3861 1.4696 1.4661 -0.15 0.11 -0.09
H 1.2211 -1.8842 0.4683 -0.03 0.06 -0.17
H -0.2311 -1.9096 -0.5471 0.19 0.03 -0.05
H 1.3608 -2.2942 -1.2432 -0.07 0.02 0.06
H 2.0268 0.2356 -0.6876 -0.04 -0.07 -0.21
H -0.4944 0.8494 1.6541 -0.21 0.18 0.34
H -2.0003 1.7921 2.2895 -0.13 0.12 -0.17
```
Forces are in eV/Å.

## Properties
- Gap between HOMO and LUMO: 8.69 eV
- Calculated total energy: -6313.6953 eV
- Highest occupied orbital energy: -8.490 eV
- M: 78.1 g mol⁻¹
- Structure (SMILES): C=C=C=C=CC
- Energy above the lowest of the compared OMol25 structures with the same formula, charge and spin: 531.1 kJ/mol

Mulliken analysis output, partial charges in e: C -0.930; C -0.239; C 0.194; C -0.571; C 0.556; C -0.760; H 0.290; H 0.299; H 0.315; H 0.319; H 0.237; H 0.290